[1]
DFT (ωB97M-V with the def2-TZVPD basis set) results for the ion C4H11N3 with charge +2.

LUMO energy: -8.7 eV
gap between HOMO and LUMO: 10.93 eV
SMILES string: C[N@@H+]1CN2C[C@@H]2[NH2+]1
net charge: +2
energy above the lowest of the compared OMol25 structures with the same formula, charge and spin: 5.025 eV

Each line ends with the natural charge from an NBO analysis.
Positions of all 18 atoms, in Å:
C -2.201 0.059 0.230  -0.516
N -0.901 0.097 -0.479  -0.236
C 0.218 -1.273 -0.578  0.017
N 1.471 -0.767 -0.410  -0.352
C 2.107 -0.222 0.735  -0.167
C 1.481 0.682 -0.290  0.045
N 0.104 1.151 0.052  -0.380
H -2.457 -1.080 0.275  0.294
H -2.054 0.223 1.321  0.260
H -3.144 0.481 -0.188  0.318
H -1.047 0.402 -1.415  0.443
H 0.054 -1.735 -1.564  0.277
H -0.219 -1.988 0.179  0.258
H 3.168 -0.215 0.740  0.285
H 1.597 -0.214 1.674  0.214
H 1.998 1.354 -0.953  0.279
H -0.136 0.964 1.042  0.466
H -0.038 2.080 -0.371  0.494

[2]
DFT (ωB97M-V with the def2-TZVPD basis set) results for a cluster of 12 separate species, C12H48N24O12 in total.

LUMO energy (alpha / beta): -2.4 / -8.7 eV
2S+1: 2
gap between HOMO and LUMO (alpha / beta): 9.05 / 2.73 eV
net charge: +1
energy above the lowest of the compared OMol25 structures with the same formula, charge and spin: 0.913 eV

Each line ends with the Löwdin spin population.
Positions of all 96 atoms, in Å:
C 3.614 2.915 -2.456  0.057
O 3.445 4.044 -2.805  0.056
N 4.651 2.167 -2.737  0.222
N 2.718 2.251 -1.713  0.553
H 5.041 1.385 -2.229  0.002
H 5.303 2.709 -3.285  0.005
H 1.772 2.564 -1.550  0.009
H 2.943 1.296 -1.474  0.010
C -1.152 1.686 -3.640  0.002
O -0.229 2.280 -3.228  0.020
N -1.698 1.931 -4.789  0.002
N -1.603 0.670 -3.038  0.002
H -2.532 1.401 -4.998  0.000
H -1.292 2.659 -5.358  0.000
H -2.128 -0.042 -3.525  0.000
H -1.041 0.431 -2.234  0.000
C 4.735 -1.530 -2.213  0.002
O 5.876 -1.096 -2.369  0.041
N 4.400 -2.619 -2.777  0.001
N 3.769 -0.961 -1.575  0.008
H 5.063 -3.022 -3.424  0.000
H 3.541 -3.115 -2.588  0.000
H 3.987 -0.169 -0.988  0.000
H 2.808 -1.270 -1.534  0.000
C 1.051 -1.671 -4.398  0.000
O 1.635 -2.336 -5.185  0.000
N 0.730 -0.491 -4.685  0.001
N 0.753 -2.074 -3.190  0.000
H 0.878 -0.245 -5.653  0.000
H 0.301 0.092 -3.981  0.000
H 0.498 -1.356 -2.527  0.000
H 0.989 -2.997 -2.856  0.000
C -1.790 -4.747 -1.941  0.000
O -1.533 -4.180 -0.876  0.000
N -1.706 -6.041 -2.036  0.000
N -2.116 -4.189 -3.043  0.000
H -1.989 -6.479 -2.901  0.000
H -1.442 -6.580 -1.224  0.000
H -2.428 -3.229 -2.996  0.000
H -2.123 -4.738 -3.891  0.000
C -3.912 -1.521 0.874  0.000
O -4.146 -0.894 -0.127  0.000
N -3.288 -2.632 0.937  0.000
N -4.348 -1.166 2.044  0.000
H -2.758 -2.963 0.144  0.000
H -3.135 -2.995 1.867  0.000
H -4.330 -1.859 2.778  0.000
H -4.766 -0.255 2.171  0.000
C 2.755 -3.916 0.074  0.000
O 2.035 -4.204 -0.872  0.000
N 2.422 -3.334 1.161  0.000
N 3.996 -4.177 0.163  0.000
H 1.463 -3.021 1.118  0.000
H 3.063 -3.224 1.935  0.000
H 4.471 -3.738 0.938  0.000
H 4.580 -4.539 -0.578  0.000
C 0.273 -0.485 -0.007  0.000
O 0.969 -0.224 -0.916  0.000
N -0.339 -1.663 0.094  0.000
N -0.198 0.400 0.844  0.000
H -0.029 -2.476 -0.418  0.000
H -1.064 -1.791 0.786  0.000
H -0.008 1.381 0.701  0.000
H -0.632 0.186 1.731  0.000
C -4.380 2.169 2.093  0.000
O -5.288 1.412 2.487  0.000
N -3.500 1.834 1.142  0.000
N -3.980 3.246 2.761  0.000
H -2.593 2.253 0.998  0.000
H -3.692 0.945 0.703  0.000
H -3.152 3.722 2.432  0.000
H -4.588 3.619 3.476  0.000
C -2.368 1.164 5.965  0.000
O -1.535 0.719 6.732  0.000
N -3.353 1.980 6.278  0.000
N -2.159 1.306 4.680  0.000
H -3.820 1.809 7.157  0.000
H -3.940 2.119 5.468  0.000
H -2.575 2.103 4.219  0.000
H -1.302 0.910 4.321  0.000
C 1.610 1.444 3.824  0.000
O 2.549 0.949 3.294  0.000
N 1.299 1.365 5.085  0.000
N 0.634 2.210 3.318  0.000
H 0.362 1.617 5.366  0.000
H 2.061 1.285 5.743  0.000
H 0.550 2.382 2.326  0.000
H 0.119 2.772 3.980  0.000
C 0.406 4.373 0.658  0.000
O -0.153 3.310 0.666  0.000
N 1.495 4.705 0.000  0.006
N 0.194 5.301 1.571  0.001
H 1.933 5.551 0.334  0.000
H 2.026 4.181 -0.681  0.000
H 0.822 6.061 1.791  0.000
H -0.452 4.986 2.281  0.000

[3]
DFT (ωB97M-V with the def2-TZVPD basis set) results for a cluster of 2 separate species, C4H13N2O in total.

LUMO energy (alpha / beta): -3.1 / -9.2 eV
2S+1: 3
gap between HOMO and LUMO (alpha / beta): 6.39 / 5.67 eV
net charge: +1
energy above the lowest of the compared OMol25 structures with the same formula, charge and spin: 1.067 eV

Each line ends with the Löwdin spin population.
Positions of all 20 atoms, in Å:
C -0.594 1.854 -1.221  0.136
C -0.843 0.237 1.451  0.055
C 0.671 1.409 -0.381  0.203
C 0.175 0.164 0.304  0.501
N 0.485 -0.983 -0.206  0.371
N 1.604 0.989 -1.364  0.538
O -0.625 -3.725 1.151  0.002
H -0.827 1.198 -1.980  0.002
H -0.224 2.807 -1.638  0.011
H -1.323 1.990 -0.547  0.008
H -1.793 -0.246 0.997  0.024
H -1.006 1.254 1.898  -0.001
H -0.459 -0.466 2.155  0.013
H 0.949 2.263 0.254  0.074
H 0.195 -1.830 0.265  0.014
H 1.224 -0.894 -1.011  0.015
H 1.804 1.741 -1.957  0.013
H -1.029 -4.446 0.782  0.000
H 2.425 0.645 -1.016  0.021
H -0.809 -3.960 2.063  0.000

[4]
DFT (ωB97M-V with the def2-TZVPD basis set) results for an isolated molecule of C3H7N3S.

LUMO energy: 0.4 eV
gap between HOMO and LUMO: 8.91 eV
SMILES string: [H]/N=C/NC/C=N\S
energy above the lowest of the compared OMol25 structures with the same formula, charge and spin: 3.706 eV

Each line ends with the natural charge from an NBO analysis.
Positions of all 14 atoms, in Å:
H -0.582 -0.229 -2.891  0.343
N -0.514 0.071 -1.988  -0.795
C -0.420 -1.012 -1.169  0.320
N -0.515 -1.097 0.126  -0.602
C -0.698 0.104 0.910  -0.301
C 0.646 0.670 1.635  0.107
N 1.723 1.284 1.250  -0.525
S 2.099 1.491 -0.398  0.114
H -0.125 -2.127 -1.627  0.144
H -0.539 -1.955 0.740  0.423
H -1.336 -0.224 1.688  0.199
H -1.362 0.844 0.389  0.246
H 0.688 0.275 2.624  0.168
H 0.935 1.906 -1.290  0.159

[5]
DFT (ωB97M-V with the def2-TZVPD basis set) results for a structure of composition C29H31CeCl4F3N5O2SSi.

LUMO energy: 1.4 eV
gap between HOMO and LUMO: 6.91 eV
net charge: -1
energy above the lowest of the compared OMol25 structures with the same formula, charge and spin: 1.292 eV

Each line ends with the Löwdin charge.
Positions of all 77 atoms, in Å:
Ce -0.609 -0.862 0.760  1.215
Cl 2.157 -7.357 -0.166  0.593
C 1.028 -6.108 0.408  -0.665
C -0.357 -6.387 0.520  -0.723
Cl -0.958 -7.959 0.360  0.662
C -1.264 -5.265 0.820  -0.611
Cl -2.945 -5.555 1.010  0.692
C -0.797 -3.986 0.766  -0.369
O -1.544 -2.849 0.829  -0.259
C 0.610 -3.776 0.818  -0.352
O 0.896 -2.488 0.876  -0.219
C 1.528 -4.837 0.674  -0.649
Cl 3.199 -4.514 0.665  0.714
C -2.142 -2.427 4.255  -0.023
C -2.515 -1.007 3.924  -0.327
C -3.177 -0.266 4.923  -0.030
C -3.540 1.079 4.541  -0.045
C -3.300 1.497 3.247  -0.047
C -2.607 0.722 2.322  -0.434
N -2.210 -0.570 2.704  0.045
N -2.098 1.133 1.176  -0.123
Si -2.273 2.652 0.456  0.349
C -1.493 2.495 -1.207  -0.160
C -1.573 4.261 1.233  -0.172
C -4.061 3.069 0.243  -0.185
H -2.602 -2.820 5.183  0.081
H -1.072 -2.369 4.504  0.093
H -2.298 -3.117 3.398  0.080
H -3.475 -0.675 5.851  0.079
H -3.964 1.706 5.296  0.091
H -3.641 2.503 2.937  0.099
H -0.497 2.883 -1.076  0.016
H -2.107 3.118 -1.909  0.051
H -1.493 1.500 -1.642  0.004
H -0.484 4.309 1.437  0.001
H -2.043 4.567 2.152  0.010
H -1.819 5.027 0.482  0.026
H -4.402 2.727 -0.754  0.032
H -4.262 4.158 0.395  0.042
H -4.682 2.516 0.960  0.018
N 0.648 -0.257 -3.706  0.002
C 1.456 -1.492 -3.515  -0.252
C 0.587 -2.755 -3.611  -0.194
C -0.243 -3.184 -2.392  -0.160
C -1.652 -2.510 -2.223  -0.238
N -1.438 -1.157 -1.755  -0.041
H 0.608 0.061 -4.675  0.076
H 1.212 0.467 -3.221  0.058
H 1.863 -1.532 -2.506  0.102
H 2.226 -1.615 -4.206  0.079
H 1.156 -3.638 -3.830  0.095
H -0.056 -2.610 -4.486  0.106
H 0.307 -2.972 -1.482  0.086
H -0.360 -4.279 -2.474  0.121
H -2.179 -3.141 -1.515  0.099
H -2.153 -2.605 -3.177  0.107
H -2.385 -0.766 -1.664  0.103
H -0.854 -0.665 -2.471  0.060
S 1.241 2.557 3.430  0.507
C 1.111 1.053 2.806  -0.898
N 0.978 -0.016 2.325  -0.033
F 7.151 4.936 -0.967  0.111
C 5.954 5.160 -1.558  -0.568
F 5.599 6.312 -0.992  0.126
F 6.311 5.397 -2.844  0.114
C 4.884 4.066 -1.374  -0.108
C 4.932 2.811 -2.009  -0.018
C 4.012 1.839 -1.677  -0.035
C 2.921 2.175 -0.888  -0.231
C 2.819 3.389 -0.268  -0.009
C 3.790 4.367 -0.540  0.005
C 1.915 1.115 -0.781  -0.103
C 1.023 0.314 -0.639  -0.120
H 5.743 2.614 -2.764  0.135
H 3.988 0.874 -2.128  0.108
H 2.041 3.661 0.402  0.089
H 3.729 5.301 0.004  0.115

[6]
DFT (ωB97M-V with the def2-TZVPD basis set) results for an isolated molecule of C4H8O2.

LUMO energy: 0.9 eV
gap between HOMO and LUMO: 9.64 eV
energy above the lowest of the compared OMol25 structures with the same formula, charge and spin: 4.489 eV

Each line ends with the natural charge from an NBO analysis.
Positions of all 14 atoms, in Å:
C -1.349 -1.106 0.218  -0.626
C -0.133 -0.301 0.640  0.059
O 1.024 -1.103 0.479  -0.749
C 0.090 0.950 -0.206  -0.027
C 1.489 1.410 -0.282  -0.290
O 0.657 0.571 -1.507  -0.555
H -1.295 -1.364 -0.845  0.210
H -1.403 -2.034 0.793  0.228
H -2.267 -0.533 0.390  0.213
H -0.241 0.022 1.687  0.176
H 0.996 -0.339 -1.354  0.519
H -0.786 1.582 -0.361  0.193
H 1.765 -0.453 0.552  0.499
H 1.506 2.414 -0.727  0.151

[7]
DFT (ωB97M-V with the def2-TZVPD basis set) results for a cluster of 10 separate species, C48H98F3N12O10 in total.

LUMO energy: -3.4 eV
gap between HOMO and LUMO: 7.05 eV
net charge: +1

Each line ends with the Löwdin charge.
Positions of all 171 atoms, in Å:
C 10.131 -2.414 2.394  -0.106
O 8.838 -2.729 1.945  -0.205
C 8.738 -3.078 0.575  -0.247
C 7.311 -2.863 0.134  -0.180
C 6.956 -3.627 -1.130  -0.204
C 5.461 -3.506 -1.440  -0.187
C 5.147 -2.473 -2.536  -0.175
C 4.656 -1.100 -2.030  -0.168
C 3.260 -0.645 -2.480  -0.137
N 2.392 -0.152 -1.360  -0.045
C 2.551 1.313 -1.187  -0.152
C 3.862 1.654 -0.515  -0.035
C 3.916 1.382 0.971  -0.648
F 2.703 1.193 1.505  0.130
F 4.625 0.300 1.266  0.157
F 4.463 2.397 1.633  0.155
C 1.057 -0.412 -1.741  -0.328
N 0.520 0.162 -2.853  0.218
N 0.304 -1.200 -0.962  0.046
C 0.155 -0.635 0.425  0.046
C -0.958 -1.697 -1.609  -0.106
C -1.753 -2.552 -0.674  -0.196
C -1.356 -3.901 -0.487  -0.027
C -2.073 -4.755 0.387  -0.063
C -3.196 -4.242 1.088  -0.057
C -3.592 -2.910 0.893  -0.017
C -2.886 -2.042 0.016  -0.205
C -3.398 -0.638 -0.116  -0.038
H 10.638 -3.291 2.791  0.085
H 10.746 -2.007 1.593  0.079
H 10.049 -1.668 3.175  0.084
H 9.000 -4.125 0.433  0.109
H 9.423 -2.469 -0.017  0.119
H 6.670 -3.213 0.937  0.097
H 7.141 -1.797 -0.015  0.117
H 7.559 -3.255 -1.955  0.106
H 7.224 -4.668 -1.014  0.091
H 5.089 -4.482 -1.724  0.106
H 4.955 -3.232 -0.521  0.100
H 6.053 -2.297 -3.103  0.099
H 4.421 -2.873 -3.239  0.098
H 5.343 -0.356 -2.426  0.106
H 4.738 -1.040 -0.953  0.093
H 3.353 0.134 -3.233  0.120
H 2.758 -1.486 -2.955  0.118
H 2.514 1.822 -2.148  0.122
H 1.733 1.699 -0.590  0.123
H 4.029 2.718 -0.638  0.137
H 4.701 1.153 -0.975  0.112
H -0.209 0.845 -2.736  0.126
H 0.786 -0.061 -3.794  0.126
H -0.335 0.329 0.378  0.102
H 1.129 -0.529 0.874  0.083
H -0.423 -1.334 1.009  0.098
H -1.573 -0.931 -2.038  0.074
H -0.639 -2.315 -2.441  0.125
H -0.498 -4.277 -1.022  0.105
H -1.772 -5.774 0.523  0.088
H -3.745 -4.867 1.770  0.099
H -4.449 -2.517 1.415  0.112
H -2.646 0.074 -0.439  0.061
H -3.838 -0.322 0.820  0.048
H -4.188 -0.611 -0.861  0.095
C 7.317 -5.532 2.689  0.010
C 6.045 -6.121 2.130  -0.522
O 5.381 -5.555 1.270  0.032
N 5.672 -7.331 2.628  0.011
C 6.338 -8.131 3.641  -0.072
H 7.508 -4.574 2.218  0.045
H 7.231 -5.378 3.766  0.094
H 8.164 -6.192 2.498  0.096
H 4.826 -7.690 2.219  0.105
H 6.624 -9.104 3.239  0.087
H 5.680 -8.301 4.495  0.085
H 7.231 -7.625 3.989  0.070
C -6.882 1.064 3.825  -0.001
C -5.873 1.321 2.736  -0.534
O -5.585 0.467 1.899  -0.006
N -5.289 2.538 2.701  0.023
C -5.515 3.676 3.577  -0.070
H -7.251 0.049 3.709  0.082
H -6.424 1.168 4.809  0.090
H -7.713 1.765 3.767  0.069
H -4.624 2.649 1.952  0.130
H -5.862 4.521 2.981  0.075
H -4.576 3.952 4.063  0.084
H -6.259 3.456 4.334  0.044
C -4.891 3.667 -1.431  -0.012
C -5.814 4.606 -0.682  -0.565
O -5.421 5.253 0.279  0.014
N -7.092 4.698 -1.120  0.015
C -7.713 4.011 -2.237  -0.066
H -3.915 3.711 -0.960  0.076
H -5.260 2.642 -1.388  0.080
H -4.793 3.962 -2.477  0.080
H -7.667 5.338 -0.590  0.143
H -8.093 4.734 -2.960  0.082
H -8.552 3.404 -1.894  0.088
H -6.994 3.363 -2.727  0.066
C -7.744 9.805 -3.067  -0.008
C -7.615 8.363 -2.637  -0.552
O -8.584 7.701 -2.284  0.013
N -6.379 7.813 -2.651  0.019
C -5.104 8.406 -3.025  -0.066
H -8.790 10.085 -2.997  0.081
H -7.154 10.457 -2.423  0.084
H -7.407 9.937 -4.096  0.084
H -6.388 6.853 -2.350  0.106
H -4.662 7.852 -3.856  0.085
H -4.416 8.379 -2.188  0.058
H -5.229 9.440 -3.326  0.074
C -9.758 4.364 6.809  -0.005
C -8.733 4.650 5.737  -0.532
O -8.399 3.802 4.921  0.014
N -8.189 5.892 5.706  0.015
C -8.460 7.015 6.585  -0.071
H -10.088 3.338 6.692  0.083
H -9.329 4.489 7.803  0.086
H -10.617 5.027 6.714  0.087
H -7.520 6.023 4.964  0.137
H -8.846 7.864 6.019  0.085
H -7.552 7.331 7.100  0.084
H -9.197 6.737 7.329  0.071
C -2.242 -1.664 -5.416  0.001
C -2.962 -0.520 -4.742  -0.532
O -2.466 0.091 -3.797  -0.007
N -4.181 -0.188 -5.210  0.021
C -4.924 -0.791 -6.305  -0.058
H -1.285 -1.804 -4.922  0.065
H -2.816 -2.587 -5.339  0.093
H -2.068 -1.450 -6.470  0.090
H -4.609 0.580 -4.716  0.142
H -5.131 -0.052 -7.079  0.089
H -5.873 -1.190 -5.948  0.089
H -4.354 -1.600 -6.746  0.073
C 0.352 -10.582 2.580  -0.011
C 1.828 -10.459 2.883  -0.551
O 2.449 -11.335 3.453  0.043
N 2.449 -9.311 2.487  0.003
C 1.886 -8.164 1.802  -0.080
H 0.013 -11.542 2.955  0.083
H -0.215 -9.788 3.069  0.083
H 0.167 -10.534 1.506  0.083
H 3.428 -9.296 2.719  0.114
H 2.390 -8.008 0.845  0.085
H 2.005 -7.263 2.408  0.085
H 0.833 -8.326 1.619  0.064
C -2.698 11.845 -0.177  -0.008
C -2.609 10.396 -0.597  -0.542
O -2.816 10.047 -1.749  0.020
N -2.295 9.486 0.360  0.010
C -2.026 9.717 1.766  -0.076
H -2.958 12.433 -1.050  0.083
H -3.464 11.984 0.587  0.085
H -1.745 12.197 0.218  0.085
H -2.256 8.538 0.021  0.138
H -1.021 9.383 2.029  0.083
H -2.740 9.176 2.390  0.084
H -2.105 10.774 1.993  0.070
C 10.573 -7.126 -3.056  -0.008
C 10.421 -5.786 -2.375  -0.536
O 9.425 -5.500 -1.728  0.030
N 11.441 -4.900 -2.507  0.011
C 12.689 -5.063 -3.228  -0.074
H 9.681 -7.709 -2.854  0.082
H 10.683 -7.007 -4.134  0.085
H 11.442 -7.663 -2.675  0.086
H 11.281 -4.028 -2.028  0.136
H 13.542 -4.967 -2.555  0.084
H 12.786 -4.310 -4.011  0.084
H 12.728 -6.043 -3.691  0.071

[8]
DFT (ωB97M-V with the def2-TZVPD basis set) results for a cluster of 2 separate species, C4H4N2OS in total.

LUMO energy (alpha / beta): -0.6 / -3.8 eV
gap between HOMO and LUMO (alpha / beta): 9.42 / 3.48 eV
energy above the lowest of the compared OMol25 structures with the same formula, charge and spin: 4.232 eV

Each line ends with the natural charge from an NBO analysis.
Positions of all 12 atoms, in Å:
C -0.495 0.626 0.709  -0.022
C 3.598 -0.413 -0.039  0.654
C -2.297 0.378 -0.644  -0.379
C -0.376 -0.724 0.487  -0.420
N -1.420 1.249 0.062  -0.383
N 4.657 -0.297 -0.629  -0.296
O 2.562 -0.494 0.475  -0.424
S -1.664 -1.361 -0.434  0.313
H -3.266 0.666 -0.188  0.245
H -2.266 0.557 -1.789  0.234
H 0.620 -1.237 0.728  0.266
H 0.346 1.049 1.262  0.212

| no. | strongest force on any atom (hartree/bohr) |
| --- | --- |
| 1 | 0.080 |
| 2 | 0.137 |
| 3 | 0.137 |
| 4 | 0.132 |
| 5 | 0.068 |
| 6 | 0.005 |
| 7 | 0.058 |
| 8 | 0.060 |